No. 1
The following is a quantum chemistry calculation of a 2-piece molecular cluster, C2H9N3O overall in a non-equilibrium geometry, from the OMol25 dataset.

Last column: natural (NBO) charge in e.
Element x y z (Å)
H -0.822 -1.502 2.430  0.361
H -0.153 -0.069 0.101  0.494
N -1.584 -1.469 1.693  -0.865
H -0.744 2.279 0.417  0.378
N 1.761 0.880 -1.248  -0.811
C -0.920 -1.813 0.253  0.080
H -1.628 -1.798 -0.595  0.160
C 0.990 1.880 -0.755  0.308
H 1.948 1.179 -2.147  0.381
O 0.103 -0.947 -0.290  -0.796
H -0.469 -2.790 0.401  0.159
H 2.293 0.081 -0.833  0.445
H 1.053 2.958 -1.213  0.167
N 0.102 1.654 0.212  -0.809
H -1.930 -0.523 1.573  0.349

## Properties
* SMILES: [H]/N=C/N.NCO
* calculated total energy: -321.0288 Ha
* relative energy (zero: lowest compared OMol25 entry of this formula, charge and spin): 2.801 eV
* max |F|: 5.1 eV Å⁻¹
* orbital gap: 10.23 eV

=====

No. 2
The following is a quantum chemistry calculation of one molecule with the formula C2H9N3O in a non-equilibrium geometry, from the OMol25 dataset.

Last column: natural (NBO) charge in e.
Element x y z (Å)
H -0.739 1.775 1.523  0.372
H -0.331 1.767 -0.556  0.200
N 0.067 1.121 1.469  -0.860
O -0.984 -2.251 -0.057  -0.706
H -1.582 -0.250 -0.227  0.303
H -0.814 -0.726 1.252  0.391
N 0.560 -0.718 -1.699  -0.842
C 0.437 -0.354 -0.329  0.099
H 0.810 -1.684 -1.554  0.388
H -0.371 -0.818 -2.208  0.370
H 0.832 1.421 1.990  0.376
N -0.905 -0.969 0.204  -0.219
C 0.370 1.137 0.034  -0.279
H 1.228 -0.929 0.357  0.197
H 1.422 1.479 -0.200  0.210

## Properties
* SMILES: NC[C@H](N)[NH2+][O-]
* calculated total energy: -320.9852 Ha
* relative energy (zero: lowest compared OMol25 entry of this formula, charge and spin): 3.988 eV
* max |F|: 3.2 eV Å⁻¹
* orbital gap: 8.80 eV

=====

No. 3
The following is a quantum chemistry calculation of one molecule with the formula C2H9N3O, from the OMol25 dataset.

Last column: natural (NBO) charge in e.
Element x y z (Å)
H -0.010 -0.140 -1.699  0.369
H -1.824 -1.147 0.368  0.216
H 0.434 2.036 -0.110  0.373
H 0.628 -0.253 2.137  0.478
N 0.194 1.384 0.626  -0.882
N 1.897 0.090 -0.265  -0.856
H 2.513 0.448 0.456  0.366
H -2.184 0.295 -0.618  0.156
H -0.799 1.449 0.818  0.364
H 2.198 -0.842 -0.521  0.376
C -1.662 -0.674 -0.599  -0.424
C 0.544 0.029 0.231  0.637
O 0.392 -0.784 1.368  -0.731
H -2.085 -1.308 -1.376  0.206
N -0.234 -0.583 -0.817  -0.647

## Properties
* SMILES: CNC(N)(N)O
* calculated total energy: -321.1186 Ha
* relative energy (zero: lowest compared OMol25 entry of this formula, charge and spin): 0.358 eV
* max |F|: 0.5 eV Å⁻¹
* orbital gap: 9.80 eV

=====

No. 4
The following is a quantum chemistry calculation of a 2-piece molecular cluster, C2H9N3O2 overall in a non-equilibrium geometry, from the OMol25 dataset.

Last column: natural (NBO) charge in e.
Element x y z (Å)
H -1.407 1.029 0.633  0.183
N 0.637 0.752 -0.314  0.152
C -1.566 -1.136 0.459  -0.672
N 1.901 -0.116 0.420  -0.123
O 1.308 -1.229 0.777  -0.633
H -1.073 -2.029 0.838  0.252
O 0.930 2.134 -0.332  -0.567
C -0.859 0.117 0.854  -0.100
H 1.180 2.349 -1.249  0.481
H 1.968 0.600 1.139  0.284
N 0.660 0.204 -1.617  -0.706
H -0.286 0.108 -1.978  0.365
H -0.463 0.149 1.862  0.222
H 1.306 -0.578 -1.710  0.417
H -1.642 -1.231 -0.629  0.216
H -2.594 -1.124 0.847  0.231

## Properties
* calculated total energy: -396.0705 Ha
* relative energy (zero: lowest compared OMol25 entry of this formula, charge and spin): 8.416 eV
* max |F|: 2.5 eV Å⁻¹
* orbital gap (alpha / beta): 7.79 / 7.79 eV

=====

No. 5
The following is a quantum chemistry calculation of C2H9N3O3 as an isolated structure, from the OMol25 dataset.

Last column: natural (NBO) charge in e.
Element x y z (Å)
H -1.544 0.830 -0.575  0.486
O -1.801 -0.104 -0.748  -0.577
N -0.068 1.477 0.420  -0.529
O 1.488 -0.271 0.661  -0.733
C -0.211 -1.803 -0.929  -0.421
H 0.028 2.051 1.255  0.373
C 0.151 0.108 0.815  0.740
O -0.384 -0.206 2.007  -0.796
H 1.698 2.022 -0.422  0.351
H 1.686 -0.798 1.447  0.497
H -1.005 -2.413 -1.356  0.216
H 0.467 -2.433 -0.357  0.211
H 0.338 -1.289 -1.719  0.211
H 0.340 2.723 -1.076  0.358
N -0.819 -0.831 -0.026  -0.213
N 0.730 1.872 -0.692  -0.668
H -1.095 -0.934 1.295  0.492

## Properties
* calculated total energy: -471.4666 Ha
* relative energy (zero: lowest compared OMol25 entry of this formula, charge and spin): 2.134 eV
* max |F|: 1.0 eV Å⁻¹
* orbital gap: 10.06 eV

=====

No. 6
The following is a quantum chemistry calculation of a 2-piece molecular cluster, C2H9N3O3 overall in a non-equilibrium geometry, from the OMol25 dataset.

Last column: natural (NBO) charge in e.
Element x y z (Å)
H 0.115 1.131 1.916  0.391
H -1.598 1.856 -0.868  0.153
H 1.860 -1.288 -0.601  0.500
H -0.460 -1.590 -1.319  0.361
O 1.417 -0.984 -1.428  -0.571
O 1.243 -1.548 1.153  -0.727
H 1.588 0.862 1.126  0.398
H -1.108 -2.033 1.637  0.414
N 0.596 0.666 1.158  -0.897
N 0.095 -0.793 -0.997  -0.030
H -1.697 -0.351 1.276  0.398
C 0.312 -0.745 1.000  0.796
O -0.593 0.368 -1.863  -0.407
N -0.996 -1.070 1.369  -0.887
H -0.230 2.361 -1.961  0.184
H 0.067 1.554 -0.323  0.244
C -0.609 1.603 -1.275  -0.319

## Properties
* SMILES: NC(N)=O.CONO
* calculated total energy: -471.4378 Ha
* relative energy (zero: lowest compared OMol25 entry of this formula, charge and spin): 2.917 eV
* max |F|: 4.2 eV Å⁻¹
* orbital gap: 10.03 eV

=====

No. 7
The following is a quantum chemistry calculation of a 2-piece molecular cluster, C2H9N4OP overall in a non-equilibrium geometry, from the OMol25 dataset.

Last column: natural (NBO) charge in e.
Element x y z (Å)
H -0.940 -2.080 -1.786  0.414
P -0.931 -1.057 0.330  2.264
O -2.306 -0.437 0.220  -1.088
H -0.196 2.984 0.686  0.201
H 0.138 -1.977 2.057  0.395
H -1.511 -1.499 2.252  0.399
H 0.934 1.487 -1.873  0.217
C 0.160 1.794 -1.210  -0.241
H 1.498 2.973 0.161  0.196
N -0.357 -1.775 -1.034  -1.213
N -0.843 -2.125 1.696  -1.148
H 1.470 -1.162 0.552  0.059
H 0.223 -2.556 -0.762  0.400
N 0.526 1.044 -0.056  -0.238
H -0.863 1.731 -1.447  0.218
C 0.593 2.483 0.082  -0.225
N 0.280 0.019 0.747  -0.607

## Properties
* calculated total energy: -717.0872 Ha
* relative energy (zero: lowest compared OMol25 entry of this formula, charge and spin): 2.994 eV
* max |F|: 3.0 eV Å⁻¹
* orbital gap (alpha / beta): 8.16 / 8.16 eV

=====

No. 8
The following is a quantum chemistry calculation of one molecule with the formula C2H9N4P in a non-equilibrium geometry, from the OMol25 dataset.

Last column: natural (NBO) charge in e.
Element x y z (Å)
H 1.091 -2.469 -1.679  0.386
H 1.589 0.243 0.917  0.387
H 0.422 2.088 0.014  0.178
H -0.401 1.163 1.627  0.164
N -1.080 -0.659 0.536  -0.984
H 2.331 -1.227 0.753  0.399
N 0.415 -2.578 -0.864  -1.286
H -1.490 -1.092 1.373  0.422
N 0.227 0.560 -1.340  -0.873
H -2.026 1.236 0.812  0.210
P 0.319 -1.147 -0.223  2.091
C -0.375 1.546 -0.475  -0.236
C -1.029 0.769 0.738  -0.254
N 1.453 -0.784 0.960  -1.178
H -0.369 0.158 -2.052  0.367
H -1.078 2.193 -1.097  0.208

## Properties
* SMILES: N=P1(N)NCCN1
* calculated total energy: -641.9584 Ha
* relative energy (zero: lowest compared OMol25 entry of this formula, charge and spin): 0.608 eV
* max |F|: 4.1 eV Å⁻¹
* orbital gap: 9.89 eV

=====

No. 9
The following is a quantum chemistry calculation of a 2-piece molecular cluster, C2H9N5 overall in a non-equilibrium geometry, from the OMol25 dataset.

Last column: natural (NBO) charge in e.
Element x y z (Å)
H -0.867 -3.713 -0.247  0.391
H -1.294 0.099 0.148  0.344
N 1.223 -1.580 -1.120  -0.545
C 0.500 -2.320 -0.294  0.283
N -1.327 0.877 0.796  -0.847
C -0.321 1.862 0.605  0.553
H 1.349 -0.579 -0.977  0.465
H 0.526 1.590 2.255  0.336
H -1.200 2.168 -1.137  0.388
N 0.436 2.290 1.528  -0.725
N -0.038 -3.420 -0.773  -0.286
H 0.427 -2.005 0.745  0.232
N -0.301 2.296 -0.707  -0.838
H 0.109 3.200 -0.830  0.414
H -1.333 0.528 1.745  0.383
H 1.550 -2.056 -1.961  0.452

## Properties
* 2S+1: 2
* net charge: +1
* calculated total energy: -355.0413 Ha
* max |F|: 1.0 eV Å⁻¹
* orbital gap (alpha / beta): 7.52 / 3.72 eV

=====

No. 10
The following is a quantum chemistry calculation of an isolated ion of composition C2H9N5 and charge +2 in a non-equilibrium geometry, from the OMol25 dataset.

Last column: natural (NBO) charge in e.
Element x y z (Å)
H -4.085 0.222 -0.224  0.439
C -2.212 -0.083 -0.443  0.362
N 1.224 0.665 -0.181  -0.424
N -3.217 0.414 0.190  -0.666
H -2.379 -0.752 -1.298  0.228
C 0.264 -0.283 0.052  0.674
H 1.512 -1.753 0.652  0.415
H 2.831 1.421 -0.501  0.473
H 2.994 0.508 1.023  0.486
H -2.926 1.017 0.932  0.440
N 0.540 -1.482 0.456  -0.688
N 2.626 0.578 -0.025  -0.518
H 0.945 1.623 -0.328  0.455
H 3.027 -0.175 -0.636  0.467
N -1.084 0.240 0.085  -0.578
H -0.060 -2.160 0.247  0.436

## Properties
* SMILES: N/C(=N\C=[NH2+])N[NH3+]
* net charge: +2
* calculated total energy: -354.6769 Ha
* relative energy (zero: lowest compared OMol25 entry of this formula, charge and spin): 2.300 eV
* max |F|: 7.1 eV Å⁻¹
* orbital gap: 9.88 eV

=====

No. 11
The following is a quantum chemistry calculation of a 2-piece molecular cluster, C2H9N5 overall in a non-equilibrium geometry, from the OMol25 dataset.

Last column: natural (NBO) charge in e.
Element x y z (Å)
N 0.066 -0.993 0.856  -0.737
N -2.288 1.175 -0.159  -0.789
H -0.502 -0.516 0.196  0.430
C -1.309 1.459 -1.003  0.597
H 1.497 2.173 -2.135  0.416
H 0.312 -0.405 1.663  0.414
H 2.306 -3.264 1.564  0.460
H 0.220 3.289 -2.626  0.440
H 1.831 -2.024 2.667  0.450
H 0.650 -2.857 -0.118  0.265
N 0.575 2.314 -2.251  -0.511
N 1.627 -2.550 1.713  -0.693
H -2.457 2.014 0.410  0.458
N -0.259 1.878 -1.384  -0.087
H -3.025 0.461 -0.229  0.480
C 0.756 -2.153 0.834  0.407

## Properties
* net charge: +2
* calculated total energy: -354.6757 Ha
* relative energy (zero: lowest compared OMol25 entry of this formula, charge and spin): 2.333 eV
* max |F|: 7.2 eV Å⁻¹
* orbital gap: 10.95 eV

=====

No. 12
The following is a quantum chemistry calculation of a 2-piece molecular cluster, C2H9N7 overall in a non-equilibrium geometry, from the OMol25 dataset.

Last column: natural (NBO) charge in e.
Element x y z (Å)
H -1.412 -0.932 1.067  0.208
H -1.809 0.684 0.465  0.210
H 0.592 0.529 -2.258  0.214
H 0.752 -1.958 0.800  0.332
H 2.606 -1.091 1.971  0.351
N -0.341 -0.327 -0.619  -0.375
C -1.562 -0.341 0.162  -0.438
N 1.680 -0.750 1.708  -0.454
H 0.145 2.819 0.439  0.332
N 0.992 1.250 0.923  0.100
H -1.132 0.176 -2.520  0.181
C -0.389 0.528 -1.787  -0.419
N 0.184 -1.728 -1.031  0.023
H -0.672 1.545 -1.509  0.193
N 0.325 2.248 1.266  -0.405
N 1.731 0.495 1.549  0.078
H -2.416 -0.738 -0.403  0.178
N 0.725 -2.410 -0.222  -0.310

## Properties
* SMILES: [H]/N=N/N=N/[H].[H]/N=N\N(C)C
* calculated total energy: -464.6577 Ha
* relative energy (zero: lowest compared OMol25 entry of this formula, charge and spin): 3.573 eV
* max |F|: 2.8 eV Å⁻¹
* orbital gap: 8.08 eV

=====

No. 13
The following is a quantum chemistry calculation of C2H9NO as an isolated structure in a non-equilibrium geometry, from the OMol25 dataset.

Last column: natural (NBO) charge in e.
Element x y z (Å)
H 0.830 -0.055 -1.520  0.523
H -2.608 0.408 0.469  0.092
H 1.346 -0.844 2.128  0.179
H -0.416 -0.829 2.407  0.147
H -1.042 -0.436 0.519  0.346
O 1.218 -0.383 -2.364  -0.987
C -1.538 0.655 0.208  -0.864
H -1.616 0.415 -0.849  0.183
H 0.900 0.260 -3.011  0.439
H -1.357 1.742 0.315  0.187
H 0.415 0.719 2.427  0.148
C 0.415 -0.274 1.997  -0.483
N 0.131 -0.103 0.445  -0.910

## Properties
* 2S+1: 2
* net charge: -1
* calculated total energy: -211.3810 Ha
* relative energy (zero: lowest compared OMol25 entry of this formula, charge and spin): 3.896 eV
* max |F|: 4.3 eV Å⁻¹
* orbital gap (alpha / beta): 3.94 / 7.07 eV

=====

No. 14
The following is a quantum chemistry calculation of a 2-piece molecular cluster, C2H9NO overall in a non-equilibrium geometry, from the OMol25 dataset.

Last column: natural (NBO) charge in e.
Element x y z (Å)
H -0.978 0.575 -1.423  0.219
H -0.637 -0.554 1.674  0.369
H -1.201 2.400 -1.108  0.214
H 0.267 1.713 -1.518  0.219
H 0.931 0.979 0.497  0.197
H 0.562 -1.619 0.081  0.490
N -0.670 -0.182 0.723  -0.858
H -0.424 1.998 1.129  0.168
H 1.026 -3.079 -0.157  0.459
C -0.125 1.157 0.412  -0.219
C -0.573 1.517 -0.962  -0.636
O 1.371 -2.132 -0.189  -0.973
H -1.646 -0.119 0.578  0.351

## Properties
* SMILES: CCN.O
* calculated total energy: -211.5664 Ha
* relative energy (zero: lowest compared OMol25 entry of this formula, charge and spin): 0.507 eV
* max |F|: 2.7 eV Å⁻¹
* orbital gap: 10.96 eV

=====

No. 15
The following is a quantum chemistry calculation of a 3-piece molecular cluster, C2H9NO overall in a non-equilibrium geometry, from the OMol25 dataset.

Last column: natural (NBO) charge in e.
Element x y z (Å)
H -1.244 -0.652 -0.487  0.176
O 0.686 -0.335 0.294  -0.465
H 0.811 2.677 1.561  0.350
C -0.189 -0.263 1.403  -0.165
H -0.245 -2.820 -4.124  -0.002
H 0.486 1.656 0.340  0.370
N 0.468 2.639 0.611  -1.081
H 0.216 -2.230 -4.056  0.002
H 0.017 -0.910 2.246  0.177
C -0.496 -1.072 0.172  -0.104
H -1.062 0.331 1.648  0.209
H 1.159 3.114 0.040  0.353
H -0.606 -2.135 0.352  0.180

## Properties
* SMILES: [H][H].C1CO1.N
* calculated total energy: -211.4686 Ha
* relative energy (zero: lowest compared OMol25 entry of this formula, charge and spin): 3.168 eV
* max |F|: 3.4 eV Å⁻¹
* orbital gap: 10.87 eV

=====

No. 16
The following is a quantum chemistry calculation of a 3-piece molecular cluster, C2H9NO overall in a non-equilibrium geometry, from the OMol25 dataset.

Last column: natural (NBO) charge in e.
Element x y z (Å)
N 0.970 0.826 3.070  -1.046
H 0.056 -0.920 -1.333  0.188
H -1.109 0.176 0.960  0.179
C -0.088 -0.070 0.667  -0.158
H 0.416 0.767 0.192  0.205
C -0.292 -1.212 -0.341  -0.119
O 0.348 -1.401 0.875  -0.461
H 0.546 -0.028 2.729  0.358
H 1.319 0.539 3.991  0.347
H -0.202 0.585 -7.046  0.001
H -0.810 0.952 -6.835  -0.001
H -1.327 -1.572 -0.359  0.163
H 0.172 1.359 3.431  0.344

## Properties
* SMILES: [H][H].C1CO1.N
* calculated total energy: -211.4523 Ha
* relative energy (zero: lowest compared OMol25 entry of this formula, charge and spin): 3.612 eV
* max |F|: 4.1 eV Å⁻¹
* orbital gap: 11.26 eV

=====

No. 17
The following is a quantum chemistry calculation of a 2-piece molecular cluster, C2H9NO2 overall in a non-equilibrium geometry, from the OMol25 dataset.

Last column: natural (NBO) charge in e.
Element x y z (Å)
H 3.080 1.192 -0.444  0.362
N 2.182 1.254 -0.910  -0.855
H 1.580 0.330 1.627  0.453
C 1.208 1.544 0.083  0.065
H -2.774 -2.540 0.394  0.161
H 1.544 2.327 0.799  0.162
H 1.987 0.569 -1.616  0.381
H -1.908 -1.204 -1.553  0.456
H -2.514 -1.102 1.162  0.184
H -1.036 -1.849 0.285  0.187
O -2.356 -0.802 -0.809  -0.724
C -2.107 -1.672 0.313  -0.263
O 0.958 0.351 0.897  -0.765
H 0.155 1.603 -0.228  0.196

## Properties
* SMILES: NCO.CO
* calculated total energy: -286.7793 Ha
* relative energy (zero: lowest compared OMol25 entry of this formula, charge and spin): 1.064 eV
* max |F|: 2.4 eV Å⁻¹
* orbital gap: 10.32 eV